A 2-piece molecular cluster, C5H7ClO overall in a non-equilibrium geometry. Source: OMol25; level of theory: ωB97M-V/def2-TZVPD.

XYZ file:
```
14
Properties=species:S:1:pos:R:3:lowdin_spin:R:1
Cl 0.65753 2.15289 0.12322 0.138
O -1.43351 0.26667 -0.13412 0.742
C -1.36785 -0.10697 -1.38761 0.125
C 0.23747 0.25206 2.13870 0.055
C 1.23497 -0.34760 -0.24069 0.043
C 1.68967 -0.77832 -1.28593 0.194
C 0.51541 0.53031 0.68493 0.515
H 0.62668 -0.81720 2.37665 0.001
H -1.25245 0.83336 -1.95839 0.000
H -2.10591 -0.83029 -1.62159 0.047
H -0.39756 -0.79097 -1.74108 0.085
H 2.01538 -1.48316 -2.03541 0.015
H 0.49685 0.88850 2.98654 0.011
H -0.91667 0.23072 2.09477 0.028
```

Its electronic energy is -729.86203 hartree. As for the energy relative to the best compared isomer or geometry (same formula, charge and spin): 54.0 kcal/mol. For the LUMO energy (alpha / beta), the calculation gives 0.90 / -2.59 eV. Its multiplicity is 3. Its expectation value of S² is 2.021. Its HOMO-LUMO gap (alpha / beta) is 8.0 / 7.2 eV.